Entry 1:
{
  "formula": "C4H30N3O9",
  "method": "wB97M-V/def2-TZVPD",
  "elements": ["C", "C", "C", "C", "N", "N", "N", "H", "H", "H", "H", "H", "H", "H", "H", "H", "H", "H", "H", "H", "H", "O", "H", "H", "O", "H", "H", "O", "H", "H", "O", "H", "H", "O", "H", "H", "O", "H", "H", "O", "H", "H", "O", "H", "H", "O"],
  "xyz": [[0.097, -2.262, -3.050], [-0.771, -0.918, -2.802], [-0.990, -0.656, -1.355], [-1.794, -1.306, -0.468], [-2.194, -0.875, 0.780], [-0.021, 0.353, -0.837], [1.101, -2.434, -1.949], [0.433, -2.162, -4.068], [-0.482, -3.245, -3.036], [-1.862, -1.093, -3.281], [-0.140, -0.127, -3.227], [-2.342, -2.336, -0.837], [-1.559, -0.140, 1.058], [-2.661, -1.641, 1.539], [0.359, 1.140, -1.621], [0.972, 0.060, -0.638], [-0.327, 0.895, 0.132], [1.831, -3.142, -2.284], [1.616, -1.506, -1.663], [-3.175, 0.443, 3.572], [-3.980, 0.656, 2.175], [-3.206, 0.375, 2.666], [2.972, 1.068, -1.026], [3.003, -0.107, 0.056], [2.670, 0.178, -0.913], [4.330, -0.021, 1.488], [2.981, -0.943, 1.796], [3.270, -0.084, 1.452], [1.439, -2.439, 0.564], [1.126, -3.081, 1.929], [1.508, -2.332, 1.500], [0.163, 2.895, -3.251], [-0.529, 2.890, -1.872], [0.221, 2.510, -2.428], [-0.929, 2.542, 2.094], [-2.355, 1.914, 2.109], [-1.723, 2.413, 1.589], [1.574, 0.518, 1.555], [0.867, -0.900, 1.681], [0.696, 0.001, 1.820], [-2.909, 2.701, -0.680], [-1.623, 3.570, -0.334], [-2.118, 3.023, -0.976], [1.734, 0.766, 4.244], [1.179, 1.266, 2.983], [1.548, 1.578, 3.813]],
  "relative_energy_kcal_mol": 102.0,
  "multiplicity": 2,
  "lumo_ev": [-6.45, -9.89],
  "max_force_ha_per_bohr": 0.115,
  "energy_ha": -1011.09219,
  "homo_energy_ev": [-16.23, -16.20],
  "charge": 2
}

---

Entry 2:
{
  "formula": "C10H10BrNO3Sn",
  "method": "wB97M-V/def2-TZVPD",
  "elements": ["C", "C", "C", "H", "C", "C", "H", "H", "H", "H", "Sn", "Br", "C", "C", "C", "H", "C", "C", "H", "H", "H", "H", "O", "N", "O", "O"],
  "xyz": [[-1.843, -0.804, 0.559], [-1.851, -1.329, 1.891], [-1.964, -0.252, 2.816], [-1.785, -2.362, 2.174], [-2.171, 0.939, 2.036], [-2.075, 0.614, 0.656], [-2.350, 1.262, -0.180], [-1.884, -1.408, -0.345], [-2.085, -0.352, 3.902], [-2.451, 1.899, 2.476], [0.699, 0.612, 1.288], [1.028, -1.797, 0.418], [2.647, 0.726, -2.920], [1.562, 1.530, -3.416], [0.569, 0.646, -3.964], [1.502, 2.610, -3.384], [1.040, -0.704, -3.809], [2.320, -0.654, -3.156], [2.951, -1.505, -2.937], [3.570, 1.094, -2.493], [-0.373, 0.942, -4.411], [0.538, -1.599, -4.155], [0.654, -0.752, 5.269], [0.574, -0.004, 4.316], [0.134, 1.163, 4.280], [1.043, -0.515, 3.091]],
  "relative_energy_kcal_mol": 0.0,
  "multiplicity": 1,
  "lumo_ev": [-1.94, -2.73],
  "max_force_ha_per_bohr": 0.068,
  "energy_ha": -3455.59598,
  "homo_energy_ev": [-8.24, -8.34]
}

---

Entry 3:
{
  "formula": "C14H16Cl3NO2",
  "method": "wB97M-V/def2-TZVPD",
  "elements": ["C", "C", "C", "C", "N", "C", "O", "C", "C", "C", "Cl", "C", "C", "C", "Cl", "C", "C", "O", "C", "Cl", "H", "H", "H", "H", "H", "H", "H", "H", "H", "H", "H", "H", "H", "H", "H", "H"],
  "xyz": [[1.637, 0.920, -2.589], [0.425, 1.865, -2.739], [-0.981, 1.199, -2.792], [-1.169, 0.474, -4.142], [-1.019, 0.160, -1.717], [-0.825, 0.387, -0.366], [-1.110, 1.480, 0.102], [-0.418, -0.761, 0.488], [0.096, -1.945, -0.053], [0.542, -2.979, 0.731], [1.277, -4.352, -0.107], [0.534, -2.865, 2.133], [1.134, -3.944, 3.015], [0.017, -1.690, 2.732], [0.028, -1.454, 4.477], [-0.431, -0.653, 1.903], [-2.043, 2.321, -2.707], [-1.911, 3.274, -3.490], [-3.307, 2.293, -1.828], [-3.956, 0.632, -1.702], [2.541, 1.539, -2.481], [1.539, 0.307, -1.712], [1.692, 0.224, -3.408], [0.428, 2.535, -1.923], [0.585, 2.538, -3.584], [-0.415, -0.264, -4.299], [-2.161, 0.016, -4.254], [-0.992, 1.203, -4.973], [-0.912, -0.790, -2.030], [0.167, -2.082, -1.102], [2.106, -3.635, 3.400], [0.442, -4.131, 3.853], [1.292, -4.865, 2.447], [-0.800, 0.248, 2.420], [-4.018, 2.974, -2.318], [-3.117, 2.662, -0.810]],
  "relative_energy_kcal_mol": 0.0,
  "multiplicity": 1,
  "lumo_ev": 0.02,
  "max_force_ha_per_bohr": 0.050,
  "energy_ha": -2128.91168,
  "homo_energy_ev": -9.45,
  "smiles": "CC[C@@](C)(NC(=O)c1cc(Cl)c(C)c(Cl)c1)C(=O)CCl"
}

---

Entry 4:
{
  "formula": "C6H14NS",
  "method": "wB97M-V/def2-TZVPD",
  "elements": ["C", "C", "C", "C", "N", "C", "C", "S", "H", "H", "H", "H", "H", "H", "H", "H", "H", "H", "H", "H", "H", "H"],
  "xyz": [[-2.418, 0.975, 3.006], [-1.121, 0.236, 3.402], [-0.443, -0.321, 2.217], [-0.083, 0.675, 1.078], [1.085, 0.257, 0.282], [0.823, 0.368, -1.204], [1.319, -0.854, -1.942], [0.687, -0.777, -3.707], [-2.071, 1.997, 2.834], [-3.009, 1.088, 3.923], [-2.857, 0.486, 2.117], [-1.359, -0.567, 4.132], [-0.382, 0.854, 3.972], [-1.068, -1.093, 1.736], [0.433, -0.967, 2.409], [-0.019, 1.715, 1.457], [-0.981, 0.647, 0.389], [1.880, 0.816, 0.583], [-0.275, 0.483, -1.323], [1.094, 1.413, -1.617], [2.431, -0.907, -1.877], [1.012, -1.835, -1.516]],
  "relative_energy_kcal_mol": 26.2,
  "multiplicity": 1,
  "lumo_ev": 3.17,
  "max_force_ha_per_bohr": 0.052,
  "energy_ha": -689.93350,
  "homo_energy_ev": -2.22,
  "charge": -1,
  "smiles": "CCCCNCC[S-]"
}

---

Entry 5:
{
  "formula": "C4H8OS2",
  "method": "wB97M-V/def2-TZVPD",
  "elements": ["C", "C", "C", "C", "O", "S", "S", "H", "H", "H", "H", "H", "H", "H", "H"],
  "xyz": [[0.256, -0.813, 0.399], [-0.864, -1.787, -0.036], [0.272, 0.394, -0.493], [0.813, 1.576, -0.125], [-2.147, 1.729, 0.820], [-2.556, -1.113, 0.077], [-2.663, 0.812, -0.475], [0.067, -0.606, 1.428], [1.393, -1.082, 0.371], [-0.685, -2.240, -1.121], [-0.911, -2.699, 0.611], [0.090, 0.232, -1.481], [1.039, 1.971, 0.881], [-1.293, 2.037, 0.553], [0.561, 2.394, -0.931]],
  "relative_energy_kcal_mol": 32.6,
  "multiplicity": 3,
  "lumo_ev": [0.81, -2.36],
  "max_force_ha_per_bohr": 0.175,
  "energy_ha": -1028.60182,
  "homo_energy_ev": [-5.70, -9.01]
}

---

Entry 6:
{
  "formula": "C4H13NOS2",
  "method": "wB97M-V/def2-TZVPD",
  "elements": ["C", "N", "C", "C", "C", "S", "S", "H", "H", "H", "H", "H", "H", "H", "H", "H", "H", "H", "O", "H", "H"],
  "xyz": [[-1.000, 0.892, -1.870], [-0.377, -0.262, -1.234], [0.898, 0.026, -0.579], [1.476, -1.316, -0.158], [0.622, 0.998, 0.593], [1.704, 0.791, 2.034], [0.419, 0.688, 3.635], [-1.724, 0.588, -2.603], [-0.309, 1.618, -2.323], [-1.596, 1.446, -1.142], [-0.391, -1.069, -1.841], [1.574, 0.513, -1.278], [1.495, -1.990, -1.018], [0.892, -1.800, 0.633], [2.454, -1.260, 0.301], [0.806, 2.013, 0.248], [-0.423, 0.913, 0.872], [0.303, -0.647, 3.717], [-2.254, -0.863, 1.042], [-1.661, -1.038, 0.283], [-2.910, -0.243, 0.688]],
  "relative_energy_kcal_mol": 14.8,
  "multiplicity": 1,
  "lumo_ev": 0.69,
  "max_force_ha_per_bohr": 0.019,
  "energy_ha": -1086.55774,
  "homo_energy_ev": -8.87,
  "smiles": "CN[C@H](C)CSS.O"
}

---

Entry 7:
{
  "formula": "CH6S4",
  "method": "wB97M-V/def2-TZVPD",
  "elements": ["C", "S", "S", "H", "H", "H", "H", "S", "S", "H", "H"],
  "xyz": [[1.064, 1.088, -0.576], [-0.067, 2.152, 0.487], [-1.574, 2.632, -0.873], [1.313, 1.759, -1.430], [2.119, 1.039, -0.069], [0.621, 0.146, -0.858], [-2.409, 1.595, -0.613], [0.605, -3.238, 0.445], [-1.362, -2.636, 1.116], [0.956, -3.168, 1.813], [-1.264, -1.371, 0.558]],
  "relative_energy_kcal_mol": 14.4,
  "multiplicity": 1,
  "lumo_ev": -0.11,
  "max_force_ha_per_bohr": 0.060,
  "energy_ha": -1634.41122,
  "homo_energy_ev": -9.31,
  "smiles": "CSS.SS"
}

---

Entry 8:
{
  "formula": "C28H32N2O5",
  "method": "wB97M-V/def2-TZVPD",
  "elements": ["C", "C", "O", "C", "O", "C", "C", "C", "C", "O", "C", "C", "C", "N", "C", "C", "C", "C", "C", "O", "C", "C", "C", "C", "C", "N", "C", "C", "C", "C", "C", "O", "C", "C", "C", "H", "H", "H", "H", "H", "H", "H", "H", "H", "H", "H", "H", "H", "H", "H", "H", "H", "H", "H", "H", "H", "H", "H", "H", "H", "H", "H", "H", "H", "H", "H", "H"],
  "xyz": [[-4.696, -0.408, -3.438], [-3.577, 0.488, -2.955], [-2.376, -0.347, -2.757], [-1.469, 0.342, -2.018], [-1.667, 1.514, -1.694], [-0.162, -0.419, -1.654], [-0.297, -1.872, -2.021], [0.902, 0.379, -2.522], [2.107, -0.403, -3.020], [0.826, 1.560, -2.859], [0.178, -0.141, 0.002], [1.398, -0.494, 0.765], [1.627, -1.399, 1.819], [2.953, -1.357, 2.185], [3.538, -2.136, 3.265], [3.610, -0.434, 1.386], [4.936, 0.007, 1.391], [5.294, 1.038, 0.519], [4.357, 1.570, -0.419], [4.731, 2.421, -1.410], [6.179, 2.464, -1.613], [2.999, 1.141, -0.404], [2.657, 0.169, 0.516], [-1.012, -0.683, 0.681], [-1.171, -1.987, 1.092], [-2.394, -2.118, 1.690], [-2.822, -3.325, 2.361], [-3.051, -0.905, 1.721], [-4.203, -0.535, 2.464], [-4.482, 0.810, 2.499], [-3.678, 1.779, 1.838], [-4.016, 3.079, 2.052], [-3.038, 4.056, 1.613], [-2.536, 1.362, 1.078], [-2.185, 0.032, 1.107], [-5.518, 0.246, -3.737], [-4.435, -1.048, -4.284], [-5.046, -1.054, -2.630], [-3.344, 1.279, -3.715], [-3.874, 0.959, -1.987], [-1.283, -2.357, -1.812], [-0.049, -2.017, -3.078], [0.447, -2.424, -1.419], [2.110, -1.485, -2.919], [2.329, -0.133, -4.054], [2.960, -0.062, -2.428], [0.175, 0.963, -0.250], [0.934, -2.086, 2.335], [4.631, -2.064, 3.194], [3.214, -1.783, 4.262], [3.186, -3.174, 3.153], [5.676, -0.435, 2.060], [6.337, 1.378, 0.442], [6.359, 3.052, -2.528], [6.683, 2.957, -0.743], [6.604, 1.430, -1.712], [2.229, 1.527, -1.073], [-0.503, -2.839, 0.930], [-3.802, -3.139, 2.790], [-2.878, -4.167, 1.663], [-2.144, -3.627, 3.169], [-4.766, -1.316, 2.977], [-5.344, 1.175, 3.052], [-3.484, 5.016, 1.881], [-2.071, 3.909, 2.131], [-2.883, 3.991, 0.521], [-1.907, 2.080, 0.549]],
  "relative_energy_kcal_mol": 72.3,
  "multiplicity": 1,
  "lumo_ev": 0.54,
  "max_force_ha_per_bohr": 0.059,
  "energy_ha": -1571.80317,
  "homo_energy_ev": -7.27,
  "smiles": "CCOC(=O)[C@@](C)(C(C)=O)C(c1cn(C)c2ccc(OC)cc12)c1cn(C)c2ccc(OC)cc12"
}

---

Entry 9:
{
  "formula": "C32H32Cl2N12PPt",
  "method": "wB97M-V/def2-TZVPD",
  "elements": ["Pt", "C", "N", "C", "C", "N", "C", "P", "C", "N", "C", "C", "N", "C", "C", "N", "C", "C", "N", "C", "H", "H", "H", "H", "H", "H", "H", "H", "H", "H", "H", "H", "H", "H", "H", "C", "C", "C", "C", "C", "C", "N", "C", "C", "C", "C", "C", "C", "H", "H", "H", "H", "H", "H", "H", "H", "H", "H", "Cl", "C", "C", "C", "C", "C", "Cl", "C", "N", "H", "H", "H", "N", "C", "N", "N", "C", "N", "H", "H", "H", "H"],
  "xyz": [[-0.065, 0.055, -0.164], [-3.981, 4.021, -3.104], [-3.866, 2.835, -2.272], [-4.905, 2.079, -1.825], [-4.353, 1.079, -1.073], [-3.001, 1.203, -1.057], [-2.720, 2.270, -1.779], [-1.098, 2.969, -2.223], [-0.189, 1.502, -2.825], [-0.198, 0.279, -2.297], [0.359, -0.554, -3.225], [0.748, 0.173, -4.307], [0.392, 1.469, -4.047], [0.722, 2.605, -4.892], [-0.316, 3.131, -0.591], [-0.390, 2.230, 0.379], [0.115, 2.811, 1.503], [0.511, 4.082, 1.205], [0.231, 4.281, -0.120], [0.569, 5.465, -0.890], [-5.035, 4.201, -3.300], [-3.467, 3.877, -4.053], [-3.566, 4.889, -2.597], [-5.927, 2.321, -2.063], [-4.858, 0.283, -0.551], [0.421, -1.616, -3.069], [1.221, -0.116, -5.229], [0.722, 2.285, -5.931], [1.707, 2.992, -4.633], [-0.021, 3.387, -4.762], [0.158, 2.284, 2.441], [0.959, 4.850, 1.811], [0.846, 6.257, -0.200], [-0.287, 5.791, -1.478], [1.409, 5.264, -1.554], [-3.821, -0.544, 3.667], [-3.622, -0.970, 2.363], [-2.374, -0.874, 1.767], [-1.278, -0.339, 2.462], [-1.494, 0.088, 3.784], [-2.743, -0.017, 4.369], [-0.050, -0.203, 1.828], [1.129, -0.348, 2.562], [1.238, -1.282, 3.605], [2.430, -1.458, 4.282], [3.559, -0.723, 3.937], [3.465, 0.201, 2.908], [2.268, 0.395, 2.237], [-4.796, -0.618, 4.130], [-4.448, -1.391, 1.802], [-2.221, -1.220, 0.750], [-0.673, 0.510, 4.350], [-2.878, 0.330, 5.386], [0.374, -1.878, 3.874], [2.483, -2.186, 5.083], [4.492, -0.867, 4.466], [4.330, 0.789, 2.627], [2.202, 1.130, 1.446], [3.024, 0.578, -1.283], [3.053, -1.096, -1.736], [4.046, -1.479, -2.621], [4.122, -2.787, -3.067], [3.163, -3.698, -2.659], [2.159, -3.294, -1.796], [0.875, -4.435, -1.501], [2.090, -1.999, -1.258], [1.095, -1.623, -0.343], [4.764, -0.739, -2.946], [4.905, -3.086, -3.749], [3.162, -4.715, -3.024], [0.769, -6.426, 2.973], [0.437, -5.329, 2.279], [-0.838, -5.175, 1.878], [1.390, -4.432, 2.068], [1.163, -3.437, 1.285], [0.957, -2.473, 0.666], [0.174, -7.238, 2.945], [1.757, -6.593, 3.088], [-1.560, -5.730, 2.308], [-1.125, -4.254, 1.581]],
  "relative_energy_kcal_mol": 27.7,
  "multiplicity": 1,
  "lumo_ev": -1.92,
  "max_force_ha_per_bohr": 0.023,
  "energy_ha": -3276.53358,
  "homo_energy_ev": -8.50,
  "charge": 1
}

---

Entry 10:
{
  "formula": "C3H3NS",
  "method": "wB97M-V/def2-TZVPD",
  "elements": ["C", "C", "C", "N", "H", "S", "H", "H"],
  "xyz": [[-0.073, -1.386, -0.907], [0.810, -0.723, -0.367], [1.945, -0.103, 0.094], [2.825, 0.548, 0.575], [-1.049, -1.622, -1.214], [-0.791, 1.039, 0.533], [-1.898, 0.532, 0.348], [-1.768, 1.715, 0.939]],
  "relative_energy_kcal_mol": 77.2,
  "multiplicity": 1,
  "lumo_ev": -0.25,
  "max_force_ha_per_bohr": 0.100,
  "energy_ha": -568.89463,
  "homo_energy_ev": -9.90,
  "smiles": "C#CC#N.S"
}

---

Entry 11:
{
  "formula": "C3H6EuO3",
  "method": "wB97M-V/def2-TZVPD",
  "elements": ["O", "Eu", "C", "O", "C", "C", "O", "H", "H", "H", "H", "H", "H"],
  "xyz": [[1.507, 1.678, -0.091], [-0.325, 2.625, -0.012], [-1.926, -0.421, 0.213], [-0.711, 0.319, 0.077], [0.477, -0.469, 0.182], [1.727, 0.392, -0.081], [2.791, -0.090, 0.365], [-2.754, 0.276, 0.050], [-1.950, -1.218, -0.541], [-1.989, -0.851, 1.222], [0.444, -1.266, -0.574], [0.523, -0.920, 1.184], [2.185, -0.053, -1.993]],
  "relative_energy_kcal_mol": 2.4,
  "multiplicity": 9,
  "lumo_ev": [-5.03, -4.97],
  "max_force_ha_per_bohr": 0.104,
  "energy_ha": -1053.59197,
  "homo_energy_ev": [-13.21, -13.23],
  "charge": 1
}

---

Entry 12:
{
  "formula": "C5H11NO",
  "method": "wB97M-V/def2-TZVPD",
  "elements": ["C", "C", "C", "N", "C", "C", "O", "H", "H", "H", "H", "H", "H", "H", "H", "H", "H", "H"],
  "xyz": [[-0.907, 1.459, -0.214], [0.375, 0.734, 0.162], [0.871, 0.643, 1.614], [-0.213, -0.499, -0.352], [0.014, -1.780, 0.210], [-0.309, -0.479, -1.795], [0.667, -0.444, -2.512], [-1.670, 1.203, 0.570], [-0.988, 2.466, -0.556], [-0.935, 0.985, -1.518], [1.209, 1.071, -0.471], [1.703, -0.074, 1.693], [1.256, 1.608, 1.964], [0.088, 0.320, 2.309], [1.072, -2.049, 0.204], [-0.383, -1.823, 1.231], [-0.556, -2.488, -0.400], [-1.294, -0.853, -2.139]],
  "relative_energy_kcal_mol": 94.1,
  "multiplicity": 1,
  "lumo_ev": 0.61,
  "max_force_ha_per_bohr": 0.079,
  "energy_ha": -326.98145,
  "homo_energy_ev": -8.46
}

---

Question: multiplicity of number 6 (C4H13NOS2)?
Answer: 1

---

Question: Look up the multiplicity of the seventh one.
Answer: 1

---

Question: multiplicity of number 7 (CH6S4)?
Answer: 1